C3H5NS | ωB97M-V with the def2-TZVPD basis set

## Properties
structure (SMILES)	CC#N.C=S
LUMO	-0.7187	eV
highest occupied orbital energy	-0.338	Eh

Geometry as XYZ:
```
10
Properties=species:S:1:pos:R:3:forces:R:3
H -0.89184 -1.06435 1.22737 -0.066 0.009 -0.092
C -0.26070 0.87352 1.61307 0.102 0.213 0.141
H 0.35330 -0.13841 -2.39648 -0.083 0.099 -0.110
H -1.00111 0.06403 -0.14179 -0.107 -0.099 0.059
H 1.86298 0.56308 -1.59174 0.037 0.098 -0.023
N 0.41411 1.62064 2.15415 0.376 0.343 0.241
S 1.59104 -1.75393 -1.20842 -0.054 0.292 -0.123
H -2.17100 0.17751 1.20056 0.114 -0.084 -0.077
C -1.13406 -0.04276 0.93443 -0.466 -0.388 -0.249
C 1.23727 -0.29934 -1.79114 0.149 -0.482 0.233
```
Forces are in eV/Å.